# 1
C4H6N2O2 | the ωB97M-V functional and the def2-TZVPD basis

Atoms and positions in Å:
H: -1.01 1.95 -0.72
N: 1.00 -1.47 -0.14
H: 2.14 -0.21 1.47
N: -0.79 -2.36 -1.31
O: -0.90 -0.19 -0.06
H: -0.96 2.17 1.64
H: -1.20 -2.04 -2.13
H: -0.06 -3.05 -1.52
C: -0.10 1.88 0.89
O: -0.22 2.40 -0.41
H: 0.77 2.13 1.58
C: -0.17 -1.29 -0.60
C: 0.18 0.46 0.68
C: 1.31 -0.37 0.64

Computed properties:
- Orbital gap: 9.36 eV
- E: -415.943199 Eh
- Energy above the lowest of the compared OMol25 structures with the same formula, charge and spin: 2.651 eV
- Net charge: 0

The molecule's Mulliken atomic charges, reported in e, are given here: atom 1 (H): 0.360, atom 2 (N): -0.510, atom 3 (H): 0.269, atom 4 (N): -0.527, atom 5 (O): -0.430, atom 6 (H): 0.206, atom 7 (H): 0.260, atom 8 (H): 0.300, atom 9 (C): -0.415, atom 10 (O): -0.471, atom 11 (H): 0.271, atom 12 (C): 0.434, atom 13 (C): 0.542, atom 14 (C): -0.287

***

# 2
C3HF3O | the ωB97M-V functional and the def2-TZVPD basis

Atoms and positions in Å:
C: 1.13 -0.69 -0.50
H: -0.71 0.54 0.01
C: -0.37 -0.60 -0.17
F: -0.65 -1.15 1.02
C: 2.29 -1.17 -0.29
O: 2.31 0.01 0.32
F: -1.15 -1.29 -1.03
F: 3.24 -1.96 -0.58

Computed properties:
- Orbital gap: 9.79 eV
- E: -489.581998 Eh
- Energy above the lowest of the compared OMol25 structures with the same formula, charge and spin: 4.225 eV
- Net charge: 0

The molecule's Mulliken atomic charges, reported in e, are given here: atom 1 (C): -0.258, atom 2 (H): 0.173, atom 3 (C): 0.377, atom 4 (F): -0.238, atom 5 (C): 0.776, atom 6 (O): -0.408, atom 7 (F): -0.216, atom 8 (F): -0.204

***

# 3
C4H7BrN | the ωB97M-V functional and the def2-TZVPD basis

Atoms and positions in Å:
H: 1.04 0.71 1.02
H: -0.23 0.04 -1.62
H: 1.77 -1.11 -1.14
H: 0.44 1.75 -0.36
H: 1.01 -1.97 0.14
N: 0.93 -1.30 -0.61
H: -1.04 -0.86 -0.24
C: -0.85 1.49 1.23
H: -2.80 1.17 1.95
Br: -2.01 3.33 3.02
C: -0.12 -0.50 -0.69
C: -1.90 1.77 1.92
C: 0.19 1.09 0.47

Computed properties:
- Orbital gap (spin up / spin down): 8.20 / 5.59 eV
- E: -2784.921305 Eh
- Energy above the lowest of the compared OMol25 structures with the same formula, charge and spin: 0.000 eV
- Net charge: +1
- Multiplicity: 3
- <S²>: 2.023

The molecule's Mulliken atomic charges, reported in e, are given here: atom 1 (H): 0.295, atom 2 (H): 0.353, atom 3 (H): 0.243, atom 4 (H): 0.316, atom 5 (H): 0.246, atom 6 (N): -0.327, atom 7 (H): 0.349, atom 8 (C): 0.590, atom 9 (H): 0.386, atom 10 (Br): 0.162, atom 11 (C): -0.464, atom 12 (C): -0.533, atom 13 (C): -0.614

***

# 4
C35H33AlGeN5O3 | the ωB97M-V functional and the def2-TZVPD basis

Atoms and positions in Å:
C: -4.74 -0.06 0.02
H: 2.44 4.72 -2.54
H: 0.95 -0.11 -3.19
C: -7.47 0.51 -0.21
H: 1.77 3.38 0.30
C: -5.58 -0.13 1.14
H: 0.02 -2.62 6.21
C: 4.84 -3.99 -3.30
N: -2.86 -0.77 1.29
C: -1.29 -1.44 2.79
H: 2.77 -1.83 2.39
H: 1.82 2.87 2.00
C: 4.54 2.84 -0.66
Al: -0.17 -0.29 0.40
H: -2.41 -2.52 5.79
C: -0.90 3.26 -0.09
H: -1.80 2.67 -0.28
C: -1.71 -2.23 5.01
C: -0.35 -2.29 5.25
H: -7.08 0.87 -2.28
C: 3.69 -3.73 -4.03
C: 2.85 1.47 -1.70
C: 3.97 1.59 -0.88
C: 2.30 2.60 -2.30
C: 1.22 3.37 1.24
Ge: 2.15 -0.25 -2.26
N: 1.24 -1.20 -0.68
H: 5.42 -4.88 -3.51
C: -5.29 0.31 -1.22
H: 1.04 4.40 1.56
C: -4.45 0.39 -2.36
O: -1.23 -0.44 -1.03
H: 6.14 -3.32 -1.73
H: -5.16 -0.40 2.10
H: 1.62 -1.97 4.47
H: 2.39 -0.23 3.07
H: -8.53 0.73 -0.29
H: 4.40 0.72 -0.40
C: -2.19 -1.81 3.78
C: -0.11 2.64 1.06
H: -7.56 0.10 1.90
H: 3.38 -4.41 -4.82
H: 1.44 2.50 -2.94
H: 4.44 4.93 -1.11
C: -3.11 0.15 -2.29
H: 2.66 -0.41 1.33
H: -2.47 0.22 -3.16
H: -1.85 2.13 2.22
C: 3.33 -1.72 -2.75
H: 5.41 2.93 -0.02
C: 2.26 -0.89 2.21
N: -1.62 -0.97 1.51
H: -3.25 -1.76 3.58
N: 1.10 -3.59 -1.07
H: -0.30 3.27 -1.01
C: 5.24 -3.12 -2.30
H: -0.36 2.28 3.18
O: 0.86 -1.11 1.97
C: 2.94 -2.60 -3.76
C: 0.56 -1.92 4.27
C: -3.32 -0.34 0.10
C: 3.99 3.96 -1.27
C: -6.92 0.15 1.03
H: -1.20 4.28 0.15
N: 0.16 -5.35 -2.52
C: -6.67 0.59 -1.32
H: 2.04 -2.39 -4.33
C: 0.08 -1.50 3.05
C: -0.93 2.70 2.34
H: -1.19 3.73 2.59
C: 1.11 -2.40 -0.90
C: -2.51 -0.20 -1.06
H: -4.89 0.66 -3.31
C: 2.87 3.84 -2.08
O: 0.15 1.29 0.76
H: 4.82 -1.31 -1.24
C: 0.57 -4.51 -1.84
C: 4.49 -1.99 -2.02

Computed properties:
- Orbital gap: 6.73 eV
- E: -4172.306583 Eh
- Energy above the lowest of the compared OMol25 structures with the same formula, charge and spin: 0.000 eV
- Net charge: +1

The molecule's Mulliken atomic charges, reported in e, are given here: atom 1 (C): 0.933, atom 2 (H): 0.404, atom 3 (H): -0.197, atom 4 (C): -0.586, atom 5 (H): -0.027, atom 6 (C): -0.497, atom 7 (H): 0.452, atom 8 (C): -0.466, atom 9 (N): -0.795, atom 10 (C): 0.768, atom 11 (H): 0.336, atom 12 (H): 0.318, atom 13 (C): -0.834, atom 14 (Al): -2.684, atom 15 (H): 0.420, atom 16 (C): -1.320, atom 17 (H): 0.208, atom 18 (C): -0.882, atom 19 (C): -0.712, atom 20 (H): 0.409, atom 21 (C): -0.587, atom 22 (C): 0.714, atom 23 (C): 0.002, atom 24 (C): -0.558, atom 25 (C): -1.160, atom 26 (Ge): 0.516, atom 27 (N): 0.003, atom 28 (H): 0.403, atom 29 (C): 0.691, atom 30 (H): 0.463, atom 31 (C): -0.987, atom 32 (O): 0.184, atom 33 (H): 0.427, atom 34 (H): 0.390, atom 35 (H): 0.494, atom 36 (H): 0.480, atom 37 (H): 0.407, atom 38 (H): 0.221, atom 39 (C): -0.753, atom 40 (C): 1.798, atom 41 (H): 0.417, atom 42 (H): 0.429, atom 43 (H): 0.351, atom 44 (H): 0.407, atom 45 (C): -1.065, atom 46 (H): 0.011, atom 47 (H): 0.522, atom 48 (H): 0.253, atom 49 (C): 0.191, atom 50 (H): 0.433, atom 51 (C): -0.883, atom 52 (N): 1.314, atom 53 (H): 0.480, atom 54 (N): -0.478, atom 55 (H): 0.132, atom 56 (C): -0.771, atom 57 (H): 0.327, atom 58 (O): 0.564, atom 59 (C): -0.267, atom 60 (C): -0.863, atom 61 (C): 0.728, atom 62 (C): -0.536, atom 63 (C): -0.723, atom 64 (H): 0.463, atom 65 (N): -0.451, atom 66 (C): -0.893, atom 67 (H): 0.376, atom 68 (C): 0.582, atom 69 (C): -1.657, atom 70 (H): 0.514, atom 71 (C): 0.960, atom 72 (C): 0.342, atom 73 (H): 0.387, atom 74 (C): -0.624, atom 75 (O): 0.892, atom 76 (H): 0.182, atom 77 (C): 0.463, atom 78 (C): 0.096

***

# 5
C5H9NO | the ωB97M-V functional and the def2-TZVPD basis

Atoms and positions in Å:
C: 0.90 -1.05 -0.21
H: -0.95 -2.16 -0.02
H: 0.92 -1.21 -1.30
H: -1.24 1.93 -1.00
H: -1.88 -0.30 -1.12
H: -2.27 0.05 0.57
C: -0.53 -1.20 0.32
C: 1.40 0.34 0.03
H: -0.50 -1.24 1.41
C: -0.76 1.32 -0.23
C: -1.44 -0.06 -0.15
O: 0.63 1.31 -0.56
H: 2.62 1.61 0.67
H: -0.86 1.84 0.73
N: 2.47 0.60 0.64
H: 1.57 -1.76 0.26

Computed properties:
- Orbital gap: 10.88 eV
- E: -325.900626 Eh
- Energy above the lowest of the compared OMol25 structures with the same formula, charge and spin: 1.005 eV
- Net charge: 0

The molecule's Mulliken atomic charges, reported in e, are given here: atom 1 (C): -0.405, atom 2 (H): 0.309, atom 3 (H): 0.280, atom 4 (H): 0.269, atom 5 (H): 0.297, atom 6 (H): 0.262, atom 7 (C): -0.645, atom 8 (C): 0.455, atom 9 (H): 0.321, atom 10 (C): -0.472, atom 11 (C): -0.431, atom 12 (O): -0.410, atom 13 (H): 0.277, atom 14 (H): 0.313, atom 15 (N): -0.710, atom 16 (H): 0.291

***

# 6
C31H28N7O5SSn | the ωB97M-V functional and the def2-TZVPD basis

Atoms and positions in Å:
N: -1.09 1.37 -3.62
O: 0.64 5.55 1.92
C: 2.64 -3.19 1.21
H: 0.85 -4.47 -1.39
N: -0.81 -3.78 0.91
H: -3.28 3.07 -0.50
H: -2.94 0.79 -5.32
C: -3.63 2.48 2.82
H: -2.03 0.25 -9.47
C: 0.97 4.29 1.84
C: 0.08 0.96 -6.95
C: -2.24 0.75 -6.14
H: -1.38 -5.46 1.99
O: 2.66 -0.05 2.70
C: 4.05 -4.47 -0.26
C: -1.58 1.53 2.02
C: -1.88 2.00 0.74
S: 1.23 2.01 -2.38
C: -0.87 0.99 -5.92
N: 1.96 2.48 2.99
C: 1.78 4.51 4.24
H: -3.34 -3.97 2.24
H: -3.68 0.31 -7.65
H: -0.68 0.95 2.19
H: -4.32 2.67 3.63
C: -1.57 -1.72 0.74
C: -2.64 0.49 -7.43
H: 1.47 5.54 4.27
H: 2.50 -2.61 2.10
H: 0.36 0.66 -9.05
C: -0.34 0.69 -8.23
N: -0.40 1.28 -4.66
C: -3.25 -3.65 1.20
H: -0.84 -5.81 0.33
C: 2.96 -4.76 -1.07
C: -1.70 0.45 -8.46
O: 3.83 -0.12 4.55
H: 1.13 1.15 -6.74
C: -3.06 2.71 0.49
N: -0.94 1.72 -0.26
C: -3.92 2.96 1.54
H: 5.03 -4.87 -0.51
C: -0.18 -1.69 0.60
H: 3.28 2.10 6.06
C: -0.36 1.73 -2.44
C: -2.46 1.76 3.06
C: 2.81 2.58 5.22
H: 2.54 4.45 6.25
C: 2.59 1.91 4.02
H: -4.83 3.51 1.37
H: 0.62 1.47 -4.56
C: 1.71 -4.26 -0.76
C: 3.03 0.51 3.72
H: 4.74 -3.46 1.50
H: -4.04 -2.92 1.01
H: 0.34 -5.38 1.59
H: -2.24 -0.88 0.69
N: -1.32 1.91 -1.43
C: -0.66 -5.20 1.22
O: 0.81 3.59 0.86
H: 0.27 5.86 1.08
O: 0.61 -0.70 0.33
Sn: 1.68 1.05 0.65
C: 1.59 3.75 3.09
C: 2.39 3.90 5.33
N: 0.27 -2.96 0.72
C: 1.57 -3.48 0.39
C: 3.90 -3.68 0.87
H: -2.25 1.39 4.05
H: 3.08 -5.38 -1.95
C: -1.92 -3.04 0.94
H: -3.43 -4.51 0.56
H: 4.13 0.42 5.29

Computed properties:
- Orbital gap: 5.24 eV
- E: -2569.184546 Eh
- Energy above the lowest of the compared OMol25 structures with the same formula, charge and spin: 0.421 eV
- Net charge: +3

The molecule's Mulliken atomic charges, reported in e, are given here: atom 1 (N): -0.682, atom 2 (O): -0.433, atom 3 (C): -0.270, atom 4 (H): 0.517, atom 5 (N): 0.066, atom 6 (H): 0.503, atom 7 (H): 0.448, atom 8 (C): -0.578, atom 9 (H): 0.418, atom 10 (C): 0.074, atom 11 (C): -0.418, atom 12 (C): -0.197, atom 13 (H): 0.424, atom 14 (O): -0.383, atom 15 (C): -0.468, atom 16 (C): 0.860, atom 17 (C): -0.313, atom 18 (S): -0.431, atom 19 (C): 0.929, atom 20 (N): 0.128, atom 21 (C): -0.555, atom 22 (H): 0.385, atom 23 (H): 0.412, atom 24 (H): 0.337, atom 25 (H): 0.461, atom 26 (C): -0.507, atom 27 (C): -0.643, atom 28 (H): 0.557, atom 29 (H): 0.523, atom 30 (H): 0.414, atom 31 (C): -0.716, atom 32 (N): 0.767, atom 33 (C): -1.693, atom 34 (H): 0.341, atom 35 (C): -0.769, atom 36 (C): -0.365, atom 37 (O): -0.428, atom 38 (H): 0.386, atom 39 (C): -0.367, atom 40 (N): 0.949, atom 41 (C): -0.700, atom 42 (H): 0.445, atom 43 (C): 0.568, atom 44 (H): 0.285, atom 45 (C): 0.438, atom 46 (C): -1.140, atom 47 (C): -0.850, atom 48 (H): 0.489, atom 49 (C): 0.843, atom 50 (H): 0.440, atom 51 (H): 0.180, atom 52 (C): 0.076, atom 53 (C): 0.607, atom 54 (H): 0.451, atom 55 (H): 0.383, atom 56 (H): 0.336, atom 57 (H): 0.613, atom 58 (N): -0.874, atom 59 (C): -0.956, atom 60 (O): -0.384, atom 61 (H): 0.409, atom 62 (O): -0.443, atom 63 (Sn): 1.126, atom 64 (C): 0.396, atom 65 (C): -0.755, atom 66 (N): 0.659, atom 67 (C): -0.276, atom 68 (C): -0.818, atom 69 (H): 0.513, atom 70 (H): 0.427, atom 71 (C): 0.122, atom 72 (H): 0.397, atom 73 (H): 0.316

***

# 7
C22H36O3P2Pb | the ωB97M-V functional and the def2-TZVPD basis

Atoms and positions in Å:
H: 5.52 1.84 -0.72
C: -0.91 1.52 -0.44
C: 3.76 3.18 -2.80
Pb: -0.78 -2.15 2.75
C: 2.54 3.25 -3.73
H: 5.53 3.61 -0.38
H: 3.64 5.20 -0.75
C: -4.17 -4.67 3.21
C: -6.42 -6.17 3.91
C: 2.06 -0.30 0.19
H: 2.84 3.14 -4.78
C: 0.30 -0.29 -1.77
C: -4.01 -5.90 3.86
H: 4.84 2.45 0.81
O: -1.81 -4.25 3.12
C: 2.22 1.03 0.87
C: -0.12 2.41 -4.44
H: 2.19 0.96 -5.46
H: -7.58 -4.61 2.94
H: 1.20 2.67 1.75
C: -5.47 -4.22 2.85
H: 2.35 -0.83 -1.89
H: 3.01 0.25 -4.02
H: -1.23 1.08 0.53
H: 0.10 3.42 -0.18
H: -1.03 -2.52 5.43
H: 2.00 4.20 -3.63
H: -0.80 -0.76 5.09
C: 4.97 2.67 -0.25
C: -1.35 -1.67 4.81
H: -2.44 -1.51 4.89
P: 3.33 2.81 -1.03
H: -1.70 2.22 -0.74
H: -7.30 -6.75 4.20
H: 4.29 4.14 -2.79
H: 0.17 2.43 -5.50
C: -0.77 0.48 -1.51
H: 3.04 -0.82 0.23
H: 1.91 4.82 -1.07
C: -3.00 -3.81 2.91
H: -5.01 -7.59 4.74
C: -6.59 -4.98 3.22
H: 0.17 -1.16 -2.42
O: -5.67 -3.09 2.14
H: 1.37 -0.30 -4.47
H: 1.35 -0.97 0.70
H: -4.78 -2.64 2.10
O: -3.19 -2.60 2.50
H: 2.60 4.52 0.55
H: 2.12 0.87 -1.59
H: -0.45 3.41 -4.12
C: 2.81 4.50 -0.53
H: -1.71 0.23 -2.02
H: -0.94 1.69 -4.29
C: 0.38 2.35 -0.26
C: -5.14 -6.64 4.22
P: 1.31 1.90 -3.43
H: 3.02 1.08 1.61
C: 1.72 -0.13 -1.30
H: 4.47 2.41 -3.13
H: -3.00 -6.24 4.07
C: 1.28 2.01 0.88
H: 0.95 2.28 -1.21
C: 2.05 0.56 -4.44

Computed properties:
- Orbital gap (spin up / spin down): 1.50 / 1.41 eV
- E: -1960.434730 Eh
- Energy above the lowest of the compared OMol25 structures with the same formula, charge and spin: 1.028 eV
- Net charge: +2

The molecule's Mulliken atomic charges, reported in e, are given here: atom 1 (H): 0.434, atom 2 (C): -1.048, atom 3 (C): -1.167, atom 4 (Pb): 0.827, atom 5 (C): -1.188, atom 6 (H): 0.462, atom 7 (H): 0.522, atom 8 (C): 0.154, atom 9 (C): -0.349, atom 10 (C): -0.660, atom 11 (H): 0.645, atom 12 (C): -0.381, atom 13 (C): -0.393, atom 14 (H): 0.359, atom 15 (O): -0.824, atom 16 (C): -0.440, atom 17 (C): -1.290, atom 18 (H): 0.535, atom 19 (H): 0.433, atom 20 (H): 0.534, atom 21 (C): 0.371, atom 22 (H): 0.665, atom 23 (H): 0.347, atom 24 (H): 0.300, atom 25 (H): 0.652, atom 26 (H): 0.357, atom 27 (H): 0.502, atom 28 (H): 0.402, atom 29 (C): -1.249, atom 30 (C): -1.349, atom 31 (H): 0.348, atom 32 (P): 1.146, atom 33 (H): 0.454, atom 34 (H): 0.379, atom 35 (H): 0.644, atom 36 (H): 0.457, atom 37 (C): -0.508, atom 38 (H): 0.498, atom 39 (H): 0.340, atom 40 (C): 1.307, atom 41 (H): 0.385, atom 42 (C): -0.579, atom 43 (H): 0.573, atom 44 (O): -0.649, atom 45 (H): 0.397, atom 46 (H): -0.226, atom 47 (H): 0.498, atom 48 (O): -1.014, atom 49 (H): 0.396, atom 50 (H): -1.335, atom 51 (H): 0.453, atom 52 (C): -1.407, atom 53 (H): 0.640, atom 54 (H): 0.365, atom 55 (C): 0.490, atom 56 (C): -0.644, atom 57 (P): 1.438, atom 58 (H): 0.821, atom 59 (C): 0.459, atom 60 (H): 0.483, atom 61 (H): 0.400, atom 62 (C): -0.460, atom 63 (H): -1.321, atom 64 (C): -1.389

***

# 8
C7H12ClIN3 | the ωB97M-V functional and the def2-TZVPD basis

Atoms and positions in Å:
C: -3.54 1.76 0.25
N: -0.18 0.04 0.45
C: 0.90 -0.35 -0.12
N: 3.13 -1.79 -1.22
H: 0.02 -0.99 -1.75
C: 3.11 -1.60 0.26
H: -1.24 0.68 -1.19
C: 2.34 -0.40 0.60
H: 2.08 -0.48 1.70
H: -3.56 2.04 -0.80
H: -0.02 0.66 1.19
H: 4.09 -1.42 0.75
C: 2.17 -1.42 -1.86
H: -2.07 -0.68 -0.19
C: -1.52 0.34 -0.16
I: 3.25 1.45 0.20
C: -2.24 1.19 0.83
H: -4.28 1.10 0.62
H: -1.53 1.94 1.21
H: -2.60 0.54 1.64
H: 2.05 -1.61 -2.95
H: -3.69 2.83 0.71
Cl: 2.40 -2.94 1.14
N: 0.94 -0.90 -1.31

Computed properties:
- Orbital gap: 9.70 eV
- E: -1195.802387 Eh
- Energy above the lowest of the compared OMol25 structures with the same formula, charge and spin: 0.000 eV
- Net charge: +1

The molecule's Mulliken atomic charges, reported in e, are given here: atom 1 (C): -1.174, atom 2 (N): -0.071, atom 3 (C): 0.325, atom 4 (N): -0.345, atom 5 (H): 0.266, atom 6 (C): 0.138, atom 7 (H): 0.440, atom 8 (C): -1.072, atom 9 (H): 0.572, atom 10 (H): 0.370, atom 11 (H): 0.285, atom 12 (H): 0.391, atom 13 (C): -0.137, atom 14 (H): 0.230, atom 15 (C): -0.569, atom 16 (I): 0.303, atom 17 (C): -0.485, atom 18 (H): 0.337, atom 19 (H): 0.413, atom 20 (H): 0.290, atom 21 (H): 0.379, atom 22 (H): 0.295, atom 23 (Cl): -0.116, atom 24 (N): -0.062